Density functional theory data (ωB97M-V/def2-TZVPD) for a cluster of 2 separate species, C15H25IN3O5S2 in total.

```
! RIJCOSX wB97M-V def2-TZVPD def2/J DEFGRID3
* xyz -1 1
O -2.84835 2.49253 -0.36074
C -3.12411 1.64998 -1.23904
O -3.93474 0.72160 -1.24883
C -2.23946 1.86988 -2.53663
C -0.83863 2.34270 -2.08423
C 0.36357 1.98230 -2.97953
C 1.41222 3.10320 -3.03899
S 3.07887 2.53846 -2.66829
C 2.80936 2.16904 -0.96752
S 1.80917 2.99782 0.00103
N 3.46038 1.00757 -0.55197
C 4.38102 0.21956 -1.24034
C 4.65705 -0.82789 -0.42456
N 3.91598 -0.72772 0.73495
C 3.24648 0.37118 0.64916
N -2.25786 0.68673 -3.39987
I -2.30927 1.05563 -5.40314
H -2.72571 2.68330 -3.07146
H -0.87829 3.42562 -1.98055
H -0.66606 1.97558 -1.07573
H 0.06958 1.70091 -3.98752
H 0.85103 1.10069 -2.55822
H 1.49149 3.55191 -4.02981
H 1.17069 3.90123 -2.34573
H 4.72560 0.46121 -2.22693
H 5.30573 -1.66205 -0.62614
H 2.54256 0.73897 1.37487
H -1.46840 0.08052 -3.21850
C -3.13463 0.11150 0.81244
O -2.45703 -0.44515 1.93271
C -3.06671 -1.59824 2.47143
C -2.04436 -2.62707 2.90784
O -1.39211 -3.26880 1.83001
C -0.40495 -2.52424 1.14007
C 0.95103 -2.46460 1.80190
O 0.95718 -1.65676 2.97020
C 1.81269 -2.12795 3.98047
H -4.05714 0.61857 1.11531
H -2.47243 0.83787 0.34777
H -3.37616 -0.65261 0.06850
H -3.73613 -2.05745 1.73516
H -3.66698 -1.31831 3.35092
H -2.59260 -3.42374 3.41916
H -1.33431 -2.19567 3.61840
H -0.76771 -1.52396 0.89968
H -0.25736 -3.05672 0.19733
H 1.64573 -2.02121 1.07870
H 1.29219 -3.47921 2.03856
H 1.64597 -3.19337 4.18091
H 1.58844 -1.56507 4.88622
H 2.86748 -1.97827 3.72057
*
```

Results
Molar mass, Da: 518.4
HOMO-LUMO gap, eV: 6.2
E_HOMO, eV: -4.72
Relative energy (zero: lowest compared OMol25 entry of this formula, charge and spin), kcal per mole: 0.0